A structure of composition C39H43AuN8O4Te. Source: the Open Molecules 2025 dataset; level of theory: the ωB97M-V functional and the def2-TZVPD basis.

Spin multiplicity: 2
Net charge: +1
HOMO energy (alpha / beta), eV: -10.34 / -10.17
Orbital gap (alpha / beta), eV: 5.52 / 5.26

```
96
Properties=species:S:1:pos:R:3:forces:R:3
Au -1.292 1.930 0.803 0.3 0.4 1.6
O -2.194 -0.587 7.437 0.0 0.0 -0.1
C -1.878 0.776 7.250 0.0 0.0 0.1
C -1.712 1.049 5.783 0.0 -0.2 -0.1
C -1.196 2.259 5.339 0.0 0.0 0.0
C -1.067 2.467 3.981 0.0 0.0 -0.1
N -1.422 1.554 3.077 0.0 -0.1 -0.1
C -1.947 0.395 3.489 0.1 0.1 0.1
C -2.091 0.107 4.838 0.0 0.0 0.1
C -2.367 -0.569 2.439 0.1 -0.1 -0.3
C -3.347 -1.521 2.668 -0.1 0.0 0.1
C -3.729 -2.371 1.639 -0.1 0.0 0.0
C -4.862 -3.355 1.834 0.1 0.0 0.0
O -5.732 -2.998 2.879 0.1 0.0 0.0
C -3.057 -2.272 0.429 0.0 0.0 0.0
C -2.095 -1.290 0.281 -0.1 0.1 0.3
N -1.770 -0.433 1.247 -0.1 -0.5 0.2
H -2.299 -0.763 8.375 0.0 0.0 0.1
H -0.957 1.049 7.774 0.0 0.0 0.0
H -2.676 1.424 7.628 0.0 0.0 0.0
H -0.901 3.033 6.037 0.0 0.0 0.0
H -0.673 3.399 3.590 0.0 -0.1 0.0
H -2.481 -0.844 5.169 0.0 0.0 0.0
H -3.851 -1.596 3.622 0.0 0.1 -0.1
H -4.434 -4.325 2.098 0.0 0.0 0.0
H -5.394 -3.476 0.887 0.0 0.0 0.0
H -6.330 -2.312 2.555 0.0 0.1 -0.1
H -3.306 -2.921 -0.403 0.0 0.1 0.0
H -1.586 -1.150 -0.658 -0.1 0.1 0.0
C 3.638 4.696 1.425 0.1 -0.1 0.0
N 2.660 3.624 1.549 0.0 0.0 0.0
C 2.787 2.498 2.329 0.0 0.0 0.0
C 1.659 1.764 2.128 0.0 0.0 -0.1
N 0.851 2.430 1.237 0.1 0.0 0.0
C 1.480 3.542 0.911 -0.1 -0.1 0.0
H 4.591 4.292 1.086 0.0 0.0 0.0
H 3.784 5.192 2.382 0.0 0.0 0.0
H 3.284 5.421 0.697 0.0 0.0 0.0
H 3.643 2.328 2.963 0.0 0.0 -0.1
H 1.370 0.813 2.549 0.0 0.1 0.0
H 1.100 4.293 0.233 0.1 0.0 0.1
O -3.434 2.404 1.504 0.3 -0.2 -0.9
N -4.480 1.730 1.377 -0.6 0.0 0.8
C -4.786 0.953 0.377 0.2 -0.3 -0.4
C -4.040 0.789 -0.841 0.0 0.2 0.2
N -3.483 0.677 -1.841 0.0 -0.1 -0.1
C -5.935 0.116 0.580 0.1 0.0 0.1
N -6.793 -0.620 0.793 0.1 0.0 0.0
C -1.609 3.086 -3.234 -0.1 0.0 0.1
C -1.424 2.721 -1.793 -0.8 0.7 -1.1
O -1.992 3.378 -0.877 0.9 -0.3 -0.8
N -0.650 1.728 -1.371 -0.2 -1.5 1.0
Te 0.257 0.249 -2.707 1.5 1.2 -1.1
C 0.719 -1.765 -3.594 -0.9 -0.5 0.5
C -0.155 -2.833 -3.424 -0.3 0.1 0.2
C -1.450 -2.724 -2.658 0.3 -0.1 -0.1
C 0.185 -4.059 -3.994 0.0 0.0 0.0
C 1.345 -4.220 -4.736 0.1 0.0 0.0
C 1.696 -5.542 -5.365 0.0 0.1 0.0
C 2.163 -3.111 -4.929 -0.1 -0.1 0.1
C 1.872 -1.868 -4.378 0.1 0.7 0.1
C 2.782 -0.702 -4.687 0.0 -0.1 0.1
C 2.058 0.330 -1.602 0.0 -0.2 0.3
C 2.425 -0.718 -0.743 -0.2 0.0 0.0
C 1.548 -1.915 -0.469 0.1 0.1 0.0
C 3.660 -0.650 -0.102 0.0 0.0 0.0
C 4.534 0.407 -0.297 0.0 0.0 0.0
C 5.887 0.434 0.361 -0.1 0.0 0.0
C 4.128 1.449 -1.125 0.1 0.0 0.0
C 2.901 1.440 -1.772 -0.1 0.1 -0.2
C 2.529 2.615 -2.641 0.0 -0.1 0.1
H -2.033 4.085 -3.305 0.0 0.0 0.0
H -2.308 2.374 -3.675 0.0 0.0 0.0
H -0.667 3.033 -3.778 0.0 0.0 -0.1
H -1.853 -1.712 -2.709 -0.1 0.0 0.0
H -1.305 -2.991 -1.607 0.0 0.0 -0.1
H -2.193 -3.405 -3.074 0.0 0.0 0.0
H -0.488 -4.899 -3.859 0.0 0.0 0.0
H 1.056 -6.340 -4.994 0.0 0.0 0.0
H 2.735 -5.803 -5.160 0.0 0.0 0.0
H 1.580 -5.488 -6.449 0.0 0.0 0.0
H 3.050 -3.206 -5.548 0.0 0.1 0.0
H 3.431 -0.944 -5.528 0.0 0.0 0.0
H 3.413 -0.454 -3.832 0.0 0.0 0.0
H 2.199 0.181 -4.954 0.1 0.0 0.0
H 0.500 -1.624 -0.422 0.0 -0.1 0.0
H 1.816 -2.374 0.483 0.0 0.0 0.0
H 1.662 -2.670 -1.248 0.0 0.0 0.0
H 3.945 -1.463 0.560 0.0 0.0 0.0
H 6.122 -0.528 0.814 0.0 0.0 0.0
H 5.930 1.197 1.143 0.0 0.0 0.0
H 6.665 0.668 -0.367 0.0 0.0 0.0
H 4.805 2.283 -1.295 -0.1 0.0 0.0
H 3.375 3.290 -2.765 0.0 0.0 0.0
H 1.701 3.170 -2.192 0.0 0.0 0.0
H 2.204 2.292 -3.631 0.0 0.0 0.0
```
Positions in Å, forces in eV/Å.

Atom charges from the Mulliken analysis, given in e for atoms 1 to 5: 0.7781 -0.4990 -0.7295 0.2908 -1.0028



A cluster of 6 separate species, C24H34BrF15O18P2S in total. Source: the Open Molecules 2025 dataset; level of theory: the ωB97M-V functional and the def2-TZVPD basis.

HOMO energy, eV: -9.24
Orbital gap, eV: 9.25

```
95
Properties=species:S:1:pos:R:3:forces:R:3
C 0.989 0.221 2.194 0.0 0.0 0.1
O -0.225 -0.221 1.620 0.0 -0.6 0.2
C -1.371 0.188 2.325 -0.1 0.8 0.1
C -2.449 -0.775 1.964 -0.2 1.2 -1.8
O -3.696 -0.483 2.619 0.3 -1.3 -0.3
S -4.443 -1.885 2.853 -1.2 0.8 2.2
O -4.469 -2.050 4.251 1.2 -0.8 1.5
O -5.752 -1.954 2.340 -0.3 0.1 -2.4
O -3.437 -2.859 2.115 -0.4 0.4 -0.3
C -2.110 -2.239 1.969 0.2 0.1 1.4
P -1.591 -2.938 0.277 -0.5 -1.5 -0.5
O -1.935 -1.719 -0.746 0.8 0.0 0.3
O 0.030 -2.992 0.388 -0.2 0.7 -0.2
P -1.183 -3.058 3.426 -0.3 -1.0 0.2
O 0.408 -2.950 3.047 -0.2 0.3 0.1
Br -1.325 -1.686 5.170 -0.1 -0.1 -0.3
H 1.747 -0.495 1.929 0.4 -0.2 -0.2
H 0.939 0.239 3.272 -0.2 0.0 0.2
H 1.259 1.210 1.853 0.1 0.4 -0.3
H -1.687 1.164 1.971 -0.1 0.4 -0.1
H -1.218 0.301 3.387 0.3 -0.3 0.4
H -2.658 -0.537 0.926 -0.1 0.0 -0.3
H -1.146 -1.158 -0.848 -0.4 0.3 -0.1
H 0.390 -2.164 0.750 0.1 -0.1 0.2
H 0.633 -3.826 2.700 0.3 0.1 0.0
C -0.400 3.628 -5.120 0.2 -0.4 0.4
C -1.164 3.359 -3.842 -0.2 0.4 -0.3
O -0.753 2.122 -3.215 -0.1 -0.2 0.0
C 0.393 2.148 -2.567 -0.3 0.2 -0.1
O 1.127 3.075 -2.425 0.3 0.1 0.2
C 0.660 0.764 -1.955 0.1 -0.5 0.0
F 0.491 -0.220 -2.847 0.0 0.1 0.1
F -0.190 0.523 -0.927 0.2 0.3 -0.3
F 1.901 0.675 -1.478 -0.2 0.1 0.0
H -0.502 2.788 -5.807 -0.1 0.0 -0.1
H -0.781 4.523 -5.594 -0.1 0.1 0.0
H 0.661 3.768 -4.926 0.0 0.1 0.0
H -2.221 3.234 -4.056 0.0 -0.2 0.1
H -1.068 4.179 -3.132 0.2 -0.1 0.1
C -6.490 -5.221 3.238 -0.1 -0.3 0.1
C -6.801 -4.969 1.779 0.3 0.4 0.4
O -7.053 -6.210 1.079 0.1 0.0 -0.2
C -8.232 -6.766 1.281 0.2 0.3 0.0
O -9.115 -6.352 1.968 -0.3 0.0 0.1
C -8.339 -8.057 0.451 0.0 -0.3 -0.1
F -7.260 -8.835 0.623 -0.1 0.1 0.0
F -8.436 -7.760 -0.855 0.0 0.0 0.2
F -9.417 -8.755 0.803 0.1 0.1 -0.1
H -5.656 -5.918 3.332 0.1 0.1 0.0
H -6.231 -4.290 3.740 0.0 0.0 -0.1
H -7.341 -5.662 3.754 -0.1 0.1 0.0
H -5.940 -4.524 1.289 0.0 -0.2 -0.2
H -7.640 -4.287 1.648 -0.1 -0.1 0.0
C 5.175 -0.033 -0.621 0.3 0.1 -0.1
C 4.718 -0.962 -1.725 -0.3 0.0 0.4
O 5.614 -0.929 -2.854 0.0 0.1 -0.2
C 6.754 -1.585 -2.713 -0.3 0.1 0.1
O 7.108 -2.204 -1.758 0.2 -0.2 0.1
C 7.579 -1.469 -4.006 0.2 0.1 -0.2
F 7.654 -0.195 -4.416 0.0 -0.2 0.0
F 7.006 -2.191 -4.983 0.1 0.1 0.1
F 8.814 -1.924 -3.815 -0.2 0.0 0.0
H 5.293 0.980 -1.004 -0.1 0.0 0.0
H 4.447 -0.024 0.189 -0.1 0.0 0.0
H 6.136 -0.344 -0.214 0.0 -0.1 0.1
H 3.757 -0.640 -2.107 0.1 0.0 -0.3
H 4.605 -1.987 -1.373 0.2 -0.1 0.0
C 2.602 9.311 -7.448 0.0 -0.3 -0.1
C 1.106 9.255 -7.229 0.2 0.5 0.2
O 0.512 8.110 -7.876 -0.1 0.0 -0.1
C 0.684 6.947 -7.277 0.0 0.3 0.0
O 1.267 6.745 -6.257 0.1 -0.2 0.2
C -0.024 5.843 -8.079 -0.1 -0.3 -0.3
F 0.286 5.906 -9.379 0.0 0.0 0.2
F -1.358 5.968 -7.965 0.2 0.0 0.1
F 0.320 4.639 -7.622 0.1 0.2 -0.3
H 2.830 9.299 -8.514 0.0 0.1 0.0
H 3.012 10.220 -7.009 0.0 0.0 0.0
H 3.102 8.457 -6.996 0.0 0.0 0.1
H 0.628 10.120 -7.679 -0.1 -0.1 -0.1
H 0.851 9.251 -6.170 0.0 -0.2 0.0
C 3.003 -1.747 9.596 -0.3 0.0 -0.2
C 3.928 -0.995 8.664 0.2 -0.1 0.5
O 3.402 -0.932 7.322 0.1 -0.1 -0.2
C 2.426 -0.065 7.120 0.3 -0.1 0.2
O 1.946 0.675 7.923 -0.2 0.2 0.0
C 1.996 -0.111 5.647 -0.1 -0.1 -0.4
F 1.783 -1.363 5.233 0.2 0.1 0.1
F 2.945 0.424 4.857 0.0 0.0 0.2
F 0.873 0.584 5.454 0.2 0.1 0.3
H 2.798 -2.744 9.205 0.1 0.0 0.0
H 3.456 -1.840 10.582 0.1 0.0 0.0
H 2.048 -1.236 9.705 0.0 0.1 0.0
H 4.877 -1.517 8.576 0.0 0.0 -0.2
H 4.137 0.011 9.024 -0.2 0.1 -0.1
```
Positions in Å, forces in eV/Å.

Atom charges from the Mulliken analysis, given in e for atoms 1 to 5: -0.2752 0.2815 -1.2815 -0.3572 -0.4402



A structure of composition C19H43AlCl2NP2. Source: the Open Molecules 2025 dataset; level of theory: the ωB97M-V functional and the def2-TZVPD basis.

Net charge: -1
HOMO energy, eV: -3.04
Orbital gap, eV: 5.66

```
68
Properties=species:S:1:pos:R:3:forces:R:3
Al -0.093 0.852 -0.166 -0.1 -1.9 1.2
Cl -0.097 -1.174 -1.262 0.3 0.0 -0.7
P 1.018 2.419 -1.603 -0.7 -0.4 0.6
C 0.586 2.152 -3.385 0.2 0.1 0.0
C 0.465 4.105 -1.096 0.3 0.2 -0.6
C 2.827 2.138 -1.412 -0.1 0.1 -0.3
C -0.740 1.394 -3.526 0.0 -0.2 0.0
H 1.402 1.488 -3.723 -0.2 0.2 0.0
C 0.582 3.435 -4.219 0.2 -0.1 -0.3
H -0.215 4.120 -3.902 0.2 -0.1 0.0
H 0.388 3.165 -5.267 0.0 0.1 0.2
H 1.545 3.962 -4.183 -0.2 0.0 0.0
H -0.686 0.424 -3.013 -0.1 0.3 -0.2
H -0.960 1.211 -4.588 0.1 0.1 0.2
H -1.582 1.942 -3.084 0.2 -0.1 -0.2
H 2.898 1.077 -1.715 -0.1 0.3 0.0
C 3.308 2.219 0.053 0.1 -0.2 0.3
C 3.651 2.988 -2.386 0.3 0.0 0.1
H 3.421 2.746 -3.428 0.0 0.1 0.1
H 4.721 2.789 -2.238 -0.2 0.1 0.0
H 3.490 4.066 -2.233 0.0 -0.3 0.0
H 2.485 2.233 0.783 0.3 -0.1 -0.3
H 3.951 3.096 0.221 -0.2 -0.1 -0.1
H 3.896 1.316 0.291 -0.2 0.4 -0.1
C -1.071 4.100 -1.042 -0.1 0.1 0.0
H 0.825 4.788 -1.883 -0.2 0.1 0.3
C 1.026 4.524 0.261 0.1 0.1 0.2
H -1.537 3.869 -2.008 0.1 0.0 0.2
H -1.433 5.087 -0.712 0.1 -0.2 -0.1
H -1.423 3.352 -0.315 0.1 0.4 -0.2
H 0.616 3.885 1.058 0.2 0.1 -0.2
H 0.716 5.559 0.465 0.0 -0.2 0.0
H 2.121 4.485 0.299 -0.3 0.1 0.0
Cl -0.742 1.625 1.878 -0.2 0.6 0.2
H 1.229 0.322 0.666 0.1 0.3 -0.5
P -0.899 -2.940 1.482 1.1 4.2 -1.7
C 0.602 -3.945 1.335 -0.4 -0.5 0.4
C -1.341 -2.482 3.185 -0.5 -1.4 0.5
C -2.192 -3.446 0.321 0.0 -0.7 0.3
C 1.852 -3.047 1.326 0.1 -0.1 0.0
H 0.504 -4.407 0.338 0.0 0.1 0.2
C 0.626 -5.051 2.388 0.5 -0.5 -0.2
H 0.726 -4.653 3.406 0.0 -0.1 -0.2
H 1.484 -5.705 2.186 0.0 -0.1 0.3
H -0.281 -5.670 2.344 0.2 0.2 0.0
H 1.831 -2.353 0.478 -0.1 -0.2 0.2
H 2.756 -3.667 1.265 0.0 0.0 0.0
H 1.926 -2.434 2.233 0.0 -0.2 -0.2
H -1.650 -3.559 -0.638 -0.1 0.0 0.5
C -3.250 -2.334 0.099 0.0 0.0 0.0
C -2.726 -4.813 0.747 -0.7 -0.2 -0.5
H -1.983 -5.599 0.558 -0.1 0.2 0.1
H -3.622 -5.039 0.158 -0.1 -0.3 0.1
H -2.986 -4.838 1.816 -0.1 0.0 -0.3
H -3.090 -1.449 0.732 -0.1 -0.4 -0.2
H -4.267 -2.727 0.275 0.3 0.2 0.0
H -3.185 -1.963 -0.932 -0.1 -0.1 0.3
C -0.130 -1.847 3.878 0.0 0.0 0.0
H -1.601 -3.461 3.620 -0.1 0.4 1.0
C -2.516 -1.503 3.310 0.0 -0.1 -0.1
H 0.729 -2.515 3.940 0.0 0.0 -0.1
H -0.406 -1.585 4.904 0.0 0.0 0.0
H 0.165 -0.925 3.356 -0.1 -0.3 0.0
H -2.269 -0.537 2.847 -0.1 -0.3 0.0
H -2.697 -1.321 4.376 0.0 0.0 0.0
H -3.446 -1.887 2.884 0.1 0.0 0.0
N -3.196 0.941 -1.028 1.7 0.2 0.3
C -2.053 1.003 -0.776 -1.7 0.0 -0.3
```
Positions in Å, forces in eV/Å.

Atom charges from the natural (NBO) analysis, given in e for atoms 1 to 5: 1.0628 -0.6404 0.9335 -0.5042 -0.5160



The molecule C3H7NO3. Source: the Open Molecules 2025 dataset; level of theory: the ωB97M-V functional and the def2-TZVPD basis.

HOMO energy, eV: -10.03
Orbital gap, eV: 10.55

```
14
Properties=species:S:1:pos:R:3:forces:R:3
N -0.771 -1.275 0.113 -0.4 0.9 0.2
C -0.377 0.140 -0.016 1.1 -0.4 -0.8
C 1.032 0.336 -0.614 0.0 -0.1 0.1
O 1.213 -0.663 -1.608 0.0 -0.3 0.0
C -0.469 0.914 1.291 -1.2 0.6 -0.8
O 0.223 1.863 1.524 0.3 -0.1 0.4
O -1.543 0.589 2.034 0.4 -0.2 0.0
H 0.044 -1.868 0.034 0.0 -0.1 0.0
H -1.380 -1.463 -0.669 0.1 -0.5 0.0
H -1.026 0.589 -0.773 -0.4 0.2 0.5
H 1.125 1.305 -1.096 -0.2 0.3 0.3
H 1.772 0.288 0.190 0.1 -0.2 -0.1
H 2.065 -0.540 -2.037 0.0 0.1 0.1
H -1.907 -0.216 1.626 0.1 -0.2 0.2
```
Positions in Å, forces in eV/Å.

Atom charges from the natural (NBO) analysis, given in e for atoms 1 to 5: -0.8455 -0.1992 -0.0694 -0.7391 0.7756



Table of max |F| (eV/Å), in record order: 2.2 2.6 4.6 1.5
Table of molecular weight (g/mol), in record order: 1012.39 1069.41 445.40 105.09
Table of DFT total energy (Ha), in record order: -2654.2420 -7442.2446 -2650.1694 -398.9910